{"formula": "C4H12NS2", "method": "ωB97M-V/def2-TZVPD", "species": ["N", "C", "C", "S", "S", "C", "C", "H", "H", "H", "H", "H", "H", "H", "H", "H", "H", "H", "H"], "positions_angstrom": [[-2.757, 0.252, -1.273], [-2.094, 0.492, -0.057], [-0.964, 1.632, 0.029], [0.128, 1.320, 1.396], [-0.314, -1.327, -2.368], [2.867, -1.388, 0.924], [2.721, -0.178, 1.575], [-1.084, -2.306, -2.883], [-3.249, 1.038, -1.704], [-2.204, -0.334, -1.955], [-1.563, -0.408, 0.246], [-2.811, 0.761, 0.726], [-1.387, 2.619, 0.235], [-0.440, 1.716, -0.927], [2.606, -2.276, 1.492], [3.157, -1.485, -0.119], [3.026, 0.784, 1.173], [2.583, -0.221, 2.652], [1.780, -0.694, 0.836]], "multiplicity": 2, "fmax_ev_per_a": 2.14, "total_charge": 2, "relative_energy_kcal_mol": 135.89}